# C32H31GeN2O5OsS2

A structure of composition C32H31GeN2O5OsS2 (ωB97M-V/def2-TZVPD, OMol25).

M (g/mol): 850.58
Orbital gap (alpha / beta) (eV): 7.6 / 5.6
Total energy (eV): -127550.865
Relative energy (zero: lowest compared OMol25 entry of this formula, charge and spin) (kJ/mol): 0.0

```
! RIJCOSX wB97M-V def2-TZVPD def2/J DEFGRID3
* xyz 1 5
Os 1.91511 -0.90556 0.37832
O 2.77388 0.47569 1.66471
N 3.80378 0.09921 2.43948
C 4.37012 1.05284 3.20640
C 5.42766 0.73659 4.01502
C 5.90168 -0.57563 4.03045
C 5.30142 -1.52736 3.23722
C 4.22924 -1.17558 2.42013
S 3.39919 -2.31966 1.39819
H 3.92199 2.03017 3.11488
H 5.87373 1.50803 4.62423
H 6.73820 -0.84540 4.65976
H 5.64258 -2.55247 3.22214
C 1.95573 -4.10665 -1.44304
Ge 0.79345 -3.09598 -0.25187
C 0.22296 -4.14257 1.28402
C 0.44321 -3.78903 2.61234
C -0.03494 -4.58411 3.64386
C -0.74015 -5.74373 3.35624
C -0.96816 -6.10600 2.03670
C -0.48941 -5.30942 1.00666
C -0.69334 -2.27122 -1.18723
C -0.76560 -2.39943 -2.55314
C -1.88143 -1.91037 -3.26612
C -2.90196 -1.29793 -2.59724
C -2.85745 -1.13037 -1.18983
C -3.90775 -0.48594 -0.48902
C -3.83455 -0.29674 0.86071
C -2.70301 -0.74240 1.57560
C -1.68492 -1.37907 0.92509
C -1.73162 -1.60005 -0.47369
H 1.39004 -4.93596 -1.87004
H 2.78978 -4.51950 -0.87697
H 2.34492 -3.48643 -2.24886
H 0.99257 -2.88600 2.85659
H 0.14125 -4.29783 4.67264
H -1.11377 -6.36390 4.16012
H -1.52088 -7.00753 1.80805
H -0.68500 -5.60402 -0.01922
H 0.03203 -2.88661 -3.10253
H -1.92268 -2.02682 -4.34056
H -3.76005 -0.91588 -3.13568
H -4.76571 -0.13592 -1.04789
H -4.64231 0.19491 1.38633
H -2.65161 -0.59287 2.64647
H -0.84166 -1.75179 1.50066
C -1.92789 6.96618 1.06839
C -1.93658 5.92933 -0.01957
C -1.54608 6.24490 -1.31521
C -1.57858 5.29248 -2.32534
C -2.01072 4.01095 -2.03107
C -2.40542 3.66948 -0.74196
C -2.36349 4.62728 0.25267
S -2.03519 2.77701 -3.29381
O -3.22115 1.99183 -3.14015
O -1.70150 3.41488 -4.53021
N -0.78744 1.76057 -2.93783
C 0.55600 2.32542 -2.96784
C 1.59835 1.22377 -3.04938
C 1.78972 0.43842 -1.79481
O 2.81105 -0.27518 -1.61226
O 0.90701 0.44907 -0.85390
H -1.42865 7.87751 0.74410
H -1.42112 6.59541 1.96004
H -2.94750 7.22665 1.35755
H -1.21922 7.25173 -1.54364
H -1.28788 5.53884 -3.33756
H -2.76013 2.66773 -0.53144
H -2.67876 4.37022 1.25717
H -0.99298 1.18439 -2.12743
H 0.75471 2.98204 -2.11208
H 0.62699 2.92786 -3.87195
H 2.57481 1.62744 -3.31997
H 1.32510 0.51009 -3.83263
*
```

***

# C32H31IrN7O2S

A structure of composition C32H31IrN7O2S (ωB97M-V/def2-TZVPD, OMol25).

M (g/mol): 769.93
Orbital gap (eV): 7.3
Total energy (eV): -61882.701
Relative energy (zero: lowest compared OMol25 entry of this formula, charge and spin) (kJ/mol): 0.0

```
! RIJCOSX wB97M-V def2-TZVPD def2/J DEFGRID3
* xyz 1 1
Ir -1.53733 -0.40437 0.27276
N -3.01566 0.24925 -6.48818
C -3.16576 -0.21858 -5.20959
C -3.29089 0.67026 -4.13486
C -3.40079 0.19595 -2.84350
C -3.39907 -1.17533 -2.61664
C -3.27889 -2.07667 -3.67085
C -3.15887 -1.60082 -4.95530
S -3.56094 -1.79570 -1.00380
O -3.63898 -0.60896 -0.07459
O -4.64443 -2.71505 -0.87434
N -2.10432 -2.40909 -0.70410
C -2.04944 -2.95103 0.57990
N -2.20602 -4.20466 0.92607
C -2.11058 -4.46001 2.23115
C -1.86598 -3.48981 3.19510
C -1.68442 -2.19247 2.76365
N -1.76040 -1.95615 1.45797
H -3.26893 1.20358 -6.67643
H -3.17575 -0.38895 -7.24800
H -3.30533 1.73695 -4.32049
H -3.51143 0.88275 -2.01426
H -3.28099 -3.14188 -3.47995
H -3.06566 -2.29436 -5.78142
H -2.23252 -5.49756 2.51896
H -1.81777 -3.73597 4.24476
H -1.47486 -1.35303 3.41243
C 3.19376 2.26034 -1.56104
C 3.80762 2.42592 -0.19840
C 4.67462 3.47577 0.08647
C 5.22052 3.63730 1.35159
C 4.91375 2.74240 2.36611
C 4.06075 1.68220 2.10110
C 3.52219 1.52703 0.83055
N 2.62374 0.43755 0.58361
C 1.27948 0.55324 0.71707
N 0.83260 1.69637 1.26602
C -0.48221 2.09782 1.58929
C -1.59478 1.30499 1.30565
C -2.85321 1.80594 1.67958
C -2.98935 3.03489 2.28732
C -1.85808 3.80508 2.54327
C -0.59450 3.35876 2.20399
C 0.62116 4.20093 2.48868
N 0.47356 -0.40742 0.31434
C 1.05554 -1.64313 -0.13710
C 0.93958 -1.97878 -1.48195
C 1.40471 -3.19817 -1.93893
C 1.98845 -4.08583 -1.04405
C 2.11016 -3.74248 0.29183
C 1.65501 -2.51668 0.77540
C 1.85658 -2.15458 2.22166
H 3.48766 3.07753 -2.21628
H 2.10273 2.24367 -1.51000
H 3.51085 1.32549 -2.02800
H 4.91932 4.18170 -0.69741
H 5.88953 4.46536 1.54460
H 5.33879 2.86345 3.35304
H 3.80707 0.96464 2.87173
H 2.94241 -0.33449 0.01661
H 1.56055 2.35720 1.49427
H -3.73474 1.20886 1.48107
H -3.96832 3.40109 2.56533
H -1.96085 4.77179 3.02054
H 0.33064 5.13634 2.96110
H 1.16667 4.45453 1.57407
H 1.31943 3.70052 3.16686
H 0.45083 -1.28439 -2.15496
H 1.30177 -3.45944 -2.98316
H 2.34956 -5.04609 -1.38667
H 2.57212 -4.43730 0.98331
H 1.77280 -3.03735 2.85447
H 1.13495 -1.41092 2.56077
H 2.85059 -1.72996 2.38023
*
```

***

# C32H31N2O5TeV

A structure of composition C32H31N2O5TeV (ωB97M-V/def2-TZVPD, OMol25).

M (g/mol): 702.15
Orbital gap (alpha / beta) (eV): 6.7 / 5.0
Total energy (eV): -79879.115
Relative energy (zero: lowest compared OMol25 entry of this formula, charge and spin) (kJ/mol): 244.5

```
! RIJCOSX wB97M-V def2-TZVPD def2/J DEFGRID3
* xyz 1 4
V 1.35066 -2.10460 0.84334
O -1.83285 -3.24033 3.02006
C -0.65781 -2.92491 2.55265
O -0.49195 -2.65316 1.33814
C 0.50614 -2.81205 3.40928
C 0.71297 -3.11971 4.72433
C 2.03692 -2.93101 5.23154
C 3.02807 -2.39423 4.48187
C 2.76581 -1.97393 3.08950
N 1.49558 -2.33500 2.62052
C 3.76342 -2.52248 1.94449
O 4.93985 -2.63731 2.13101
O 3.06755 -2.70280 0.85180
H -2.48429 -3.17666 2.30129
H -0.09288 -3.49787 5.33517
H 2.24602 -3.23855 6.24731
H 4.02702 -2.23011 4.86145
C -1.51502 2.55178 -6.63270
C -1.00871 1.92770 -5.36661
C -1.38569 2.42211 -4.12156
C -0.90566 1.87277 -2.94303
C -1.29770 2.50334 -1.63106
C -0.05849 0.75403 -3.01998
Te 0.72226 -0.11810 -1.20715
N 1.69404 -0.31446 1.05397
C 2.44247 0.19389 1.97078
O 2.98646 -0.50723 2.96884
C 2.70767 1.64638 2.08460
C 2.50688 2.49097 0.99423
C 2.65068 3.85941 1.13500
C 2.99274 4.39380 2.36997
C 3.21950 3.55716 3.45273
C 3.08712 2.18566 3.31387
C -1.22870 -0.48979 -0.43261
C -1.98649 -1.46815 -1.09471
C -1.50895 -2.25933 -2.28774
C -3.26016 -1.75846 -0.61828
C -3.79057 -1.13350 0.50070
C -5.18268 -1.43483 0.98218
C -3.00202 -0.19425 1.15675
C -1.73375 0.15354 0.70932
C -1.00315 1.21515 1.49013
C 0.38039 0.26972 -4.26125
C 1.34042 -0.88439 -4.40907
C -0.12360 0.85791 -5.41165
H -2.13005 3.42463 -6.42467
H -2.11240 1.83480 -7.19836
H -0.68376 2.85234 -7.27137
H -2.05242 3.27479 -4.07083
H -1.64082 3.52433 -1.78713
H -0.44688 2.53450 -0.94825
H -2.10505 1.94478 -1.15497
H 2.27053 2.06641 0.02815
H 2.50847 4.51041 0.28268
H 3.09115 5.46496 2.48652
H 3.50506 3.97421 4.40899
H 3.26993 1.52730 4.15060
H -0.44316 -2.14137 -2.46786
H -2.04101 -1.95368 -3.19006
H -1.70451 -3.32056 -2.13188
H -3.85183 -2.49942 -1.14482
H -5.61282 -2.28275 0.45235
H -5.82987 -0.57364 0.80828
H -5.19961 -1.63996 2.05387
H -3.39808 0.30395 2.03588
H -1.68580 2.02552 1.74585
H -0.16450 1.62904 0.93986
H -0.62374 0.79831 2.42630
H 1.88535 -1.09594 -3.49081
H 2.07080 -0.66740 -5.18719
H 0.80587 -1.78877 -4.70686
H 0.19967 0.47506 -6.37368
*
```

***

# C32H31N4O5SZr

A structure of composition C32H31N4O5SZr (ωB97M-V/def2-TZVPD, OMol25).

M (g/mol): 674.91
Orbital gap (eV): 7.5
Total energy (eV): -62008.017
Relative energy (zero: lowest compared OMol25 entry of this formula, charge and spin) (kJ/mol): 47.0

```
! RIJCOSX wB97M-V def2-TZVPD def2/J DEFGRID3
* xyz -1 1
Zr -0.31557 0.29446 -0.06065
N -1.97726 4.80490 -0.41865
C -1.43621 3.60705 0.03375
S -2.45595 2.21329 0.00071
N -0.19331 3.68945 0.41233
N 0.29759 2.46198 0.84165
C 1.35734 2.57174 1.55373
C 1.98455 1.48624 2.30402
C 3.21297 1.70230 2.92454
C 3.80794 0.72309 3.70399
C 3.13990 -0.48739 3.88497
C 1.90745 -0.71401 3.29585
C 1.32045 0.26349 2.49195
O 0.15778 0.04902 1.89883
H -2.98355 4.83550 -0.39436
H -1.51001 5.62435 -0.06177
H 1.76966 3.57341 1.67142
H 3.70429 2.65928 2.77955
H 4.77150 0.89649 4.16485
H 3.59134 -1.26871 4.48484
H 1.38586 -1.65618 3.41271
C -4.04410 0.56006 2.80259
N -2.69216 0.05589 2.75744
C -2.03656 0.17890 4.03466
C -2.63595 -1.30813 2.25311
C -3.10502 -1.39615 0.81933
C -4.32225 -2.02165 0.55896
C -4.84043 -2.08298 -0.72770
C -4.12125 -1.49934 -1.75951
C -2.89762 -0.89729 -1.48995
C -2.33422 -0.83053 -0.20836
H -4.65880 0.01363 3.54536
H -4.51658 0.46548 1.82548
H -4.03640 1.61919 3.06601
H -2.56683 -0.37301 4.83581
H -1.98156 1.23033 4.32661
H -1.01993 -0.20606 3.96141
H -3.23587 -1.98706 2.89118
H -1.59708 -1.63918 2.31371
H -4.87989 -2.44948 1.38731
H -5.79214 -2.56637 -0.91560
H -4.49994 -1.51721 -2.77565
H -2.37102 -0.46361 -2.33115
C -0.62925 3.16645 -3.51297
C -0.32275 1.79349 -2.98296
O -0.15023 1.69821 -1.76088
C -0.21837 0.65176 -3.85016
C -0.24872 0.79632 -5.25654
C -0.05807 -0.26898 -6.09176
C 0.17125 -1.54427 -5.51969
C 0.19316 -1.72923 -4.16876
C -0.02234 -0.63795 -3.26664
O -0.05919 -0.87317 -2.01692
H -0.73726 3.86049 -2.68185
H -1.55380 3.14376 -4.09246
H 0.17145 3.50799 -4.17296
H -0.41405 1.77939 -5.68097
H -0.07751 -0.14244 -7.16564
H 0.33044 -2.39704 -6.17111
H 0.35677 -2.70425 -3.72855
O 1.86262 0.12934 -0.35999
C 1.91175 -1.11294 -0.05737
O 0.86053 -1.73612 0.18041
C 3.23942 -1.78291 0.05019
C 3.30578 -3.16932 0.09482
C 4.53659 -3.79751 0.21947
C 5.69699 -3.03665 0.31389
C 5.62722 -1.64904 0.27563
C 4.39718 -1.02118 0.13738
H 2.38475 -3.73469 0.03630
H 4.59201 -4.87866 0.24860
H 6.65752 -3.52683 0.41825
H 6.53058 -1.05712 0.35771
H 4.31437 0.05792 0.11017
*
```

***

# C32H32BeN4O2

A structure of composition C32H32BeN4O2 (ωB97M-V/def2-TZVPD, OMol25).

M (g/mol): 513.65
Orbital gap (eV): 6.1
Total energy (eV): -44144.915

```
! RIJCOSX wB97M-V def2-TZVPD def2/J DEFGRID3
* xyz 2 1
Be -15.26511 3.65973 11.48725
C -18.07843 5.89604 9.24837
O -17.71879 6.47487 10.55199
C -16.64343 5.77930 11.00743
N -16.30747 4.69587 10.39765
C -17.36347 4.52140 9.28396
C -16.92469 3.89201 8.01675
C -17.75741 3.20530 7.25220
C -17.30594 2.63115 6.00788
C -16.00254 2.72088 5.64661
C -15.11308 3.64065 6.29939
C -15.58469 4.27918 7.44436
C -16.12726 5.95312 12.38712
C -16.58968 6.78783 13.38761
C -16.44174 6.34341 14.72379
C -15.81043 5.10300 15.04021
C -15.37520 4.36368 13.99775
N -15.28885 4.93460 12.73981
C -15.54065 2.94974 13.80531
N -15.59375 2.38651 12.63502
C -16.25668 1.07676 12.76562
C -16.57975 0.98855 14.27350
O -15.91539 2.22953 14.89300
C -15.57499 -0.10000 12.16567
C -14.15083 -0.11315 12.05462
C -13.53628 -1.20892 11.47267
C -14.24662 -2.34916 11.02968
C -15.58644 -2.41661 11.20309
C -16.23316 -1.32697 11.89534
H -19.18595 5.73698 9.25154
H -17.75952 6.62175 8.50276
H -18.13394 3.87189 9.73446
H -18.88079 3.15114 7.47871
H -18.08099 2.16006 5.33900
H -15.58588 2.10965 4.84054
H -14.21662 3.84513 5.80214
H -14.98434 4.93465 8.08589
H -17.08754 7.70216 13.22271
H -16.89765 6.95410 15.49757
H -15.86043 4.77563 16.07468
H -17.29176 1.10356 12.31640
H -17.67159 1.20010 14.42821
H -16.29643 0.02978 14.84201
H -13.56644 0.70740 12.46492
H -12.44584 -1.10492 11.43682
H -13.75120 -3.14960 10.47201
H -16.15020 -3.26768 10.84343
H -17.30503 -1.40146 12.19825
C -11.01815 3.98981 13.29899
N -11.07006 5.17199 12.36481
C -11.05163 6.46991 13.16738
C -12.27201 5.19108 11.43944
C -12.53225 3.89563 10.64997
C -11.50733 3.48570 9.76782
C -11.78294 2.41684 8.90854
C -13.03241 1.75114 9.02431
C -14.00432 2.14963 9.92983
C -13.78092 3.25298 10.68211
H -10.14866 4.06581 13.90925
H -10.99043 3.04694 12.70007
H -11.88698 3.93098 13.97081
H -10.23355 5.08621 11.80018
H -11.93924 6.57126 13.87490
H -11.18446 7.26113 12.42214
H -10.05792 6.47636 13.69577
H -12.16540 6.06537 10.77055
H -13.10298 5.39303 12.11386
H -10.53755 3.95726 9.60507
H -11.08678 2.22081 8.16971
H -13.22928 0.92490 8.45440
H -14.84791 1.46072 10.12225
*
```

***

# C32H32Br2N5O4PV

A structure of composition C32H32Br2N5O4PV (ωB97M-V/def2-TZVPD, OMol25).

M (g/mol): 792.37
Orbital gap (alpha / beta) (eV): 5.8 / 5.6
Total energy (eV): -224393.340
Relative energy (zero: lowest compared OMol25 entry of this formula, charge and spin) (kJ/mol): 0.0

```
! RIJCOSX wB97M-V def2-TZVPD def2/J DEFGRID3
* xyz 2 2
V 11.52430 8.86477 9.41244
C 13.62951 5.99256 13.01272
C 12.77062 5.59928 11.96489
C 11.82257 6.46237 11.45187
C 11.69407 7.73864 12.02454
C 12.57228 8.15011 13.07175
C 13.51305 7.27179 13.57175
N 10.86593 8.72016 11.43813
C 10.17150 9.73886 12.02935
C 9.66854 9.72621 13.36997
C 8.95982 10.84980 13.75459
C 8.55988 11.85317 12.86600
C 9.08662 11.90764 11.57086
C 9.82082 10.81990 11.13389
N 10.36654 10.67737 9.81967
N 10.05611 11.47419 8.94161
C 10.68710 11.17926 7.72699
C 10.36864 12.00908 6.60880
C 11.01602 11.64289 5.44185
C 11.74309 10.44409 5.31155
C 11.93127 9.64256 6.45002
N 11.48728 10.06610 7.66173
H 14.36397 5.28805 13.40749
H 12.72609 4.61459 11.54557
H 11.23268 6.19791 10.54171
H 12.51396 9.15900 13.47444
H 14.17384 7.72001 14.33532
H 9.99668 8.95117 14.06154
H 8.57214 10.90887 14.76786
H 7.93254 12.76156 13.17836
H 8.89053 12.77999 10.89046
H 9.76580 12.87845 6.72733
H 10.91225 12.33680 4.61401
H 12.16439 10.15250 4.34689
H 12.44734 8.66537 6.40969
Br 14.45000 5.18728 7.57539
C 14.89232 6.80571 8.47846
C 16.23068 7.10115 8.86963
C 16.62027 8.23382 9.49391
Br 18.41504 8.32553 10.05448
C 15.70065 9.24538 9.82583
C 16.01728 10.46435 10.40252
C 15.05005 11.36754 10.75142
C 13.69501 10.93998 10.50823
N 13.39831 9.79433 9.91754
C 14.35016 8.92446 9.53102
C 13.94167 7.71963 8.82558
O 12.64541 7.59744 8.54296
H 16.97022 6.36993 8.59017
H 17.06206 10.57125 10.63479
H 15.22703 12.30241 11.29286
H 12.82262 11.49714 10.91608
C 6.89024 6.94470 9.82638
C 8.34502 6.64355 10.02442
O 8.94485 6.59355 8.68497
P 9.70790 7.84107 8.08903
O 8.59506 8.94077 7.66416
C 7.68214 8.66775 6.58444
C 6.56831 9.63871 6.66634
O 10.23114 7.29966 6.70685
C 10.58361 5.90497 6.51111
C 9.37626 5.22875 5.85479
H 6.44874 6.98661 10.84241
H 6.44433 6.13450 9.23327
H 6.73430 7.87202 9.33856
H 8.57155 5.67914 10.47246
H 8.84994 7.37048 10.60948
H 7.24295 7.67063 6.78853
H 8.14869 8.68033 5.58256
H 6.06161 9.61069 7.60141
H 5.80786 9.41531 5.88800
H 6.94394 10.63480 6.52528
H 10.84307 5.40830 7.47732
H 11.49496 5.85457 5.94742
H 8.49169 5.38258 6.43378
H 9.53560 4.10024 5.96094
H 9.28058 5.50522 4.82665
*
```